No. 1
The following is a quantum chemistry calculation of a molecular structure, C7H6AgO6 in a non-equilibrium geometry, from the OMol25 dataset.

The calculation puts the orbital gap (alpha / beta) at 3.2 / 3.2 eV. For the HOMO energy (alpha / beta), the calculation gives -2.955 / -2.969 eV. Its total energy is -23637.6827 eV. As for the total charge: -1.

Positions of all 20 atoms, in Å:
O (-10.486, -2.118, -1.695)
C (-9.309, -2.454, -1.336)
C (-8.460, -1.787, -0.479)
C (-7.079, -2.234, -0.299)
C (-6.108, -1.678, 0.393)
O (-5.516, -0.793, 0.960)
H (-8.949, -3.469, -1.639)
H (-8.801, -0.891, 0.049)
H (-6.700, -3.020, -0.968)
C (-1.996, -2.406, -0.571)
C (-1.285, -3.062, -1.765)
O (-0.547, -4.156, -1.223)
C (-0.464, -4.041, 0.110)
O (-1.238, -3.078, 0.566)
O (0.278, -4.718, 0.778)
O (-1.935, -1.117, -0.482)
H (-0.590, -2.350, -2.231)
H (-1.992, -3.445, -2.510)
Ag (-3.262, 0.753, 0.559)
H (-3.108, -2.816, -0.424)

=====

No. 2
The following is a quantum chemistry calculation of a molecular structure, C20H22AuI2N5O2S, from the OMol25 dataset.

The calculation puts the orbital gap at 7.1 eV. For the HOMO energy, the calculation gives -6.956 eV. Its total energy is -63372.5064 eV. As for the total charge: 0.

Positions of all 53 atoms, in Å:
Au (-1.041, 1.026, 0.437)
I (4.289, 0.119, -1.499)
C (2.722, -1.237, -1.306)
C (2.851, -2.524, -1.837)
C (1.827, -3.431, -1.764)
I (2.121, -5.335, -2.563)
C (0.595, -3.055, -1.166)
C (-0.532, -3.902, -1.066)
C (-1.691, -3.441, -0.511)
C (-1.743, -2.113, -0.063)
N (-0.712, -1.304, -0.125)
C (0.461, -1.745, -0.643)
C (1.565, -0.778, -0.655)
O (1.443, 0.369, -0.140)
H (3.783, -2.801, -2.312)
H (-0.465, -4.915, -1.438)
H (-2.564, -4.074, -0.427)
H (-2.657, -1.704, 0.354)
C (0.303, 0.418, -3.468)
N (-0.622, 1.446, -2.987)
C (-2.022, 1.065, -3.088)
C (-0.224, 2.360, -2.079)
S (-1.292, 2.944, -0.839)
N (1.004, 2.864, -2.183)
C (1.740, 2.921, -3.439)
C (1.659, 3.496, -1.043)
H (-0.112, -0.560, -3.214)
H (1.263, 0.505, -2.968)
H (0.439, 0.474, -4.549)
H (-2.173, 0.603, -4.063)
H (-2.662, 1.936, -2.994)
H (-2.287, 0.349, -2.303)
H (1.070, 2.724, -4.272)
H (2.570, 2.213, -3.457)
H (2.140, 3.930, -3.546)
H (1.398, 2.963, -0.133)
H (1.380, 4.547, -0.956)
H (2.734, 3.410, -1.195)
N (-3.259, 0.951, 5.904)
C (-2.264, 0.030, 6.024)
O (-2.157, -0.691, 6.996)
C (-1.301, -0.071, 4.877)
C (-0.061, -0.655, 5.104)
C (0.836, -0.749, 4.058)
C (0.465, -0.275, 2.809)
N (-0.738, 0.261, 2.580)
C (-1.596, 0.363, 3.594)
H (-3.847, 1.077, 6.711)
H (-3.191, 1.710, 5.251)
H (0.170, -1.019, 6.096)
H (1.816, -1.183, 4.194)
H (1.132, -0.299, 1.956)
H (-2.561, 0.786, 3.346)

=====

No. 3
The following is a quantum chemistry calculation of 2 unconnected molecules or ions with the total composition C6H9N in a non-equilibrium geometry, from the OMol25 dataset.

Its structure (SMILES) is C=C(C)C#N.C=C. The calculation puts the orbital gap at 10.7 eV. For the HOMO energy, the calculation gives -10.033 eV. Its total energy is -7856.1407 eV. As for the total charge: 0.

Positions of all 16 atoms, in Å:
C (0.148, -0.480, -1.479)
C (1.229, -0.118, -0.785)
C (1.309, 1.084, 0.122)
C (2.432, -0.909, -0.904)
N (3.408, -1.528, -0.988)
H (0.147, -1.357, -2.118)
H (-0.769, 0.094, -1.404)
H (1.927, 1.866, -0.332)
H (1.765, 0.820, 1.082)
H (0.310, 1.486, 0.307)
C (-1.513, -0.352, 1.498)
C (-2.480, 0.033, 0.673)
H (-1.137, 0.299, 2.284)
H (-1.045, -1.330, 1.413)
H (-2.848, -0.622, -0.115)
H (-2.939, 1.016, 0.742)

=====

No. 4
The following is a quantum chemistry calculation of 3 unconnected molecules or ions with the total composition C3H12NO2 in a non-equilibrium geometry, from the OMol25 dataset.

The calculation puts the orbital gap (alpha / beta) at 5.6 / 9.4 eV. The spin multiplicity is 2. For the HOMO energy (alpha / beta), the calculation gives -5.351 / -9.100 eV. Its total energy is -8888.6830 eV. As for the total charge: 0.

Positions of all 18 atoms, in Å:
C (0.776, 1.874, 0.341)
C (-0.329, 1.553, -0.684)
C (0.171, 0.225, -2.716)
N (-0.126, 0.309, -1.393)
H (1.713, 2.011, -0.220)
H (1.120, 1.127, 1.064)
H (0.493, 2.783, 0.868)
H (-0.276, 2.351, -1.427)
H (-1.321, 1.638, -0.221)
H (0.114, -0.756, -3.162)
H (0.469, 1.115, -3.258)
H (0.164, -0.430, -0.747)
H (-1.766, -2.328, 2.725)
H (-0.758, -2.580, 3.783)
O (-0.914, -2.753, 2.827)
H (0.643, -2.489, 0.321)
H (-0.286, -1.930, 1.383)
O (0.113, -1.719, 0.516)

=====

No. 5
The following is a quantum chemistry calculation of 2 unconnected molecules or ions with the total composition C7H11F2NO7PS in a non-equilibrium geometry, from the OMol25 dataset.

The calculation puts the orbital gap at 6.3 eV. For the HOMO energy, the calculation gives -3.653 eV. Its total energy is -48820.8732 eV. As for the total charge: -1.

Positions of all 30 atoms, in Å:
O (-0.569, -0.587, -1.394)
C (-0.901, -0.146, -2.414)
F (-0.555, -0.868, -3.529)
N (-1.607, 1.122, -2.551)
C (-2.435, 1.356, -1.285)
P (-4.177, 0.925, -1.549)
O (-4.477, -0.491, -1.193)
O (-4.760, 1.281, -3.079)
O (-5.060, 1.931, -0.527)
C (-0.613, 2.158, -2.508)
O (-0.696, 3.136, -3.130)
F (0.469, 2.020, -1.679)
H (-2.352, 2.453, -1.090)
H (-5.728, 1.262, -2.977)
H (-4.464, 2.068, 0.232)
C (3.724, -1.267, 1.413)
C (2.482, -2.019, 0.922)
C (1.468, -2.029, 2.069)
S (1.797, -0.560, 3.043)
O (2.264, -0.967, 4.350)
O (0.719, 0.376, 2.877)
C (3.202, -0.004, 2.088)
H (4.405, -1.031, 0.594)
H (4.267, -1.881, 2.137)
H (2.057, -1.498, 0.061)
H (2.725, -3.034, 0.604)
H (0.443, -1.994, 1.702)
H (1.602, -2.897, 2.715)
H (3.932, 0.467, 2.744)
H (2.839, 0.715, 1.352)

=====

No. 6
The following is a quantum chemistry calculation of a single C10H10N2 molecule in a non-equilibrium geometry, from the OMol25 dataset.

Its structure (SMILES) is Cc1cc(N)c2ccccc2n1. The calculation puts the orbital gap at 8.4 eV. For the HOMO energy, the calculation gives -7.813 eV. Its total energy is -13510.9786 eV. As for the total charge: 0.

Positions of all 22 atoms, in Å:
C (-0.308, 2.890, 1.985)
C (0.034, 1.786, 0.971)
C (0.805, 1.889, -0.187)
C (1.019, 0.753, -1.070)
N (1.809, 0.760, -2.242)
C (0.409, -0.422, -0.561)
C (0.365, -1.765, -1.140)
C (-0.467, -2.822, -0.670)
C (-1.333, -2.666, 0.440)
C (-1.430, -1.433, 0.918)
C (-0.488, -0.420, 0.476)
N (-0.763, 0.696, 1.218)
H (-0.829, 3.577, 1.429)
H (0.663, 3.122, 2.353)
H (-0.883, 2.297, 2.749)
H (1.297, 2.917, -0.250)
H (2.273, 1.616, -2.438)
H (1.889, 0.014, -2.926)
H (1.183, -1.942, -1.932)
H (-0.443, -3.722, -1.234)
H (-1.927, -3.587, 0.716)
H (-2.178, -1.230, 1.730)